(1)
The following is a DFT calculation (ωB97M-V/def2-TZVPD) of one molecule with the formula C5H8O2.

The SMILES is CC1(OC=O)CC1. The max |F| comes out at 0.59 eV Å⁻¹. The molar mass is 100.1 g/mol. The calculation puts the highest occupied orbital energy at -0.37367 Eh. As for the total energy: -9408.70884 eV. The energy relative to the best compared isomer or geometry (same formula, charge and spin) comes out at 1.123 eV. Its multiplicity is 1. The value obtained for the lowest unoccupied orbital energy is 0.991 eV.

Bonds (Å) are listed after each position.
Geometry (Å):
1 C -0.4745 1.6621 -0.2026  C2 1.507, H8 1.095, H9 1.095, H10 1.095
2 C -0.1023 0.2349 0.1051  C1 1.507, O3 1.431, C6 1.500, C7 1.497
3 O 1.2733 0.1861 0.4977  C2 1.431, C4 1.338
4 C 2.1605 -0.6843 0.0007  O3 1.338, O5 1.203, H11 1.103
5 O 1.9843 -1.5550 -0.8104  C4 1.203
6 C -0.8016 -0.8838 -0.6077  C2 1.500, C7 1.509, H12 1.089, H13 1.081
7 C -1.0483 -0.6443 0.8615  C2 1.497, C6 1.509, H14 1.087, H15 1.086
8 H 0.0751 2.0293 -1.0758  C1 1.095
9 H -0.2554 2.3198 0.6449  C1 1.095
10 H -1.5450 1.7279 -0.4206  C1 1.095
11 H 3.1347 -0.4809 0.4763  C4 1.103
12 H -1.5743 -0.5839 -1.3133  C6 1.089
13 H -0.2302 -1.7547 -0.8951  C6 1.081
14 H -1.9959 -0.2218 1.1858  C7 1.087
15 H -0.6004 -1.3515 1.5536  C7 1.086


(2)
The following is a DFT calculation (ωB97M-V/def2-TZVPD) of one molecule with the formula C5H8O2 in a non-equilibrium geometry.

The SMILES is C[C@@]1(O)C/C1=C\O. The max |F| comes out at 1.40 eV Å⁻¹. The molar mass is 100.1 g/mol. The calculation puts the highest occupied orbital energy at -0.33609 Eh. As for the total energy: -9406.92341 eV. The energy relative to the best compared isomer or geometry (same formula, charge and spin) comes out at 2.909 eV. Its multiplicity is 1. The value obtained for the lowest unoccupied orbital energy is 0.789 eV.

Bonds (Å) are listed after each position.
Geometry (Å):
1 C -0.5042 -1.6854 0.6656  C2 1.506, H8 1.094, H9 1.096, H10 1.091
2 C -0.5977 -0.5649 -0.3366  C1 1.506, O3 1.395, C4 1.488, C5 1.457
3 O -1.3799 -0.8224 -1.4622  C2 1.395, H11 0.962
4 C -0.7271 0.8048 0.2307  C2 1.488, C5 1.523, H12 1.094, H13 1.089
5 C 0.5457 0.3296 -0.4575  C2 1.457, C4 1.523, C6 1.315
6 C 1.6161 1.0915 -0.5020  C5 1.315, O7 1.370, H14 1.083
7 O 1.5571 2.2742 0.1864  C6 1.370, H15 0.961
8 H -1.5147 -1.9276 1.0064  C1 1.094
9 H 0.0984 -1.3827 1.5291  C1 1.096
10 H -0.0428 -2.5635 0.2104  C1 1.091
11 H -0.7746 -1.0896 -2.1610  O3 0.962
12 H -0.7974 0.9267 1.3157  C4 1.094
13 H -1.3038 1.5331 -0.3377  C4 1.089
14 H 2.5649 1.0028 -1.0168  C6 1.083
15 H 1.1582 2.0952 1.0418  O7 0.961


(3)
The following is a DFT calculation (ωB97M-V/def2-TZVPD) of one molecule with the formula C5H8O2 in a non-equilibrium geometry.

The SMILES is C#C[C@](C)(O)CO. The max |F| comes out at 4.02 eV Å⁻¹. The molar mass is 100.1 g/mol. The calculation puts the highest occupied orbital energy at -0.36322 Eh. As for the total energy: -9405.88757 eV. The energy relative to the best compared isomer or geometry (same formula, charge and spin) comes out at 3.945 eV. Its multiplicity is 1. The value obtained for the lowest unoccupied orbital energy is 0.622 eV.

Bonds (Å) are listed after each position.
Geometry (Å):
1 C -0.5690 -2.2260 -0.3431  C2 1.207, H8 1.057
2 C -0.5009 -1.0211 -0.3307  C1 1.207, C3 1.441
3 C -0.1463 0.3618 -0.1338  C2 1.441, C4 1.534, O5 1.425, C6 1.618
4 C -1.2092 1.1521 0.6401  C3 1.534, H9 1.096, H10 1.092, H11 1.098
5 O 0.0505 1.0509 -1.3658  C3 1.425, H12 0.967
6 C 1.2050 -0.0439 0.6575  C3 1.618, O7 1.405, H13 1.260, H14 1.107
7 O 2.3011 0.0980 -0.2095  C6 1.405, H15 0.967
8 H -1.1427 -3.0588 -0.6494  C1 1.057
9 H -0.9778 2.2236 0.6433  C4 1.096
10 H -1.2954 0.7946 1.6685  C4 1.092
11 H -2.1851 1.0344 0.1519  C4 1.098
12 H 0.0183 0.4103 -2.0889  O5 0.967
13 H 0.9976 -1.2364 1.0088  C6 1.260
14 H 1.3868 0.7381 1.4200  C6 1.107
15 H 2.0672 -0.2778 -1.0689  O7 0.967


- Look up the lowest unoccupied orbital energy of the second one.
  0.789 eV


- Which value of multiplicity does entry 2 give?
  1